Entry 1:
ORCA calculation (ωB97M-V/def2-TZVPD) on a structure of composition C33H42IrNOP2SSb2 in a non-equilibrium geometry.

Summary:
- Molecular weight: 998.5 g mol⁻¹
- Total energy: -3077.3341 Ha
- HOMO energy (spin up / spin down): -16.49 / -16.50 eV

```
! RIJCOSX wB97M-V def2-TZVPD def2/J DEFGRID3
* xyz 3 2
Ir -0.608 -1.210 -1.013
C -1.589 -2.817 2.207
P -2.015 -2.330 0.516
C -3.632 -1.536 0.699
C -2.426 -3.932 -0.248
C -2.569 -3.769 -1.744
P -1.085 -2.978 -2.441
C 0.112 -4.309 -2.641
C -1.565 -2.503 -4.111
H -2.363 -3.493 2.574
H -1.553 -1.944 2.861
H -0.627 -3.329 2.244
H -4.334 -2.226 1.168
H -4.013 -1.228 -0.274
H -3.538 -0.644 1.321
H -3.349 -4.316 0.188
H -1.633 -4.642 -0.004
H -3.421 -3.130 -1.993
H -2.727 -4.736 -2.226
H -0.371 -5.112 -3.199
H 0.453 -4.688 -1.678
H 0.977 -3.956 -3.204
H -1.985 -3.375 -4.616
H -0.698 -2.152 -4.670
H -2.310 -1.707 -4.080
C 1.337 -0.236 2.237
C 0.641 1.121 2.347
C -0.669 1.260 1.554
Sb -0.656 2.424 -0.291
C -2.596 1.854 -0.994
C -3.671 2.199 -0.172
C -4.965 1.915 -0.589
C -5.190 1.307 -1.821
C -4.119 0.977 -2.642
C -2.814 1.251 -2.236
C -1.110 4.374 0.400
C -0.848 4.734 1.726
C -1.329 5.950 2.178
C -1.995 6.811 1.303
C -2.215 6.451 -0.027
C -1.753 5.236 -0.499
Sb 2.334 -0.587 0.343
C 3.556 -2.273 0.737
C 4.137 -2.364 1.999
C 4.961 -3.450 2.271
C 5.190 -4.416 1.297
C 4.592 -4.315 0.047
C 3.770 -3.235 -0.245
C 3.592 1.127 0.381
C 3.761 1.973 -0.712
C 4.564 3.099 -0.579
C 5.194 3.364 0.629
C 5.031 2.506 1.711
C 4.228 1.379 1.594
H 0.647 -1.068 2.400
H 2.137 -0.309 2.980
H 1.349 1.913 2.088
H 0.407 1.266 3.404
H -1.438 1.768 2.138
H -1.063 0.279 1.263
H -3.514 2.712 0.771
H -5.802 2.189 0.042
H -6.205 1.119 -2.152
H -4.298 0.544 -3.620
H -1.990 1.059 -2.912
H -0.307 4.083 2.403
H -1.170 6.233 3.212
H -2.314 7.784 1.654
H -2.728 7.125 -0.701
H -1.913 4.962 -1.535
H 3.973 -1.617 2.767
H 5.425 -3.531 3.245
H 5.850 -5.247 1.512
H 4.769 -5.074 -0.705
H 3.324 -3.142 -1.227
H 3.301 1.755 -1.665
H 4.704 3.762 -1.424
H 5.828 4.236 0.727
H 5.534 2.703 2.648
H 4.127 0.709 2.441
O 2.992 -0.503 -2.312
S 1.741 -0.105 -2.952
N 0.551 0.015 -2.069
*
```

Here are the Löwdin charges for atoms 1 to 4, given in e:
1 Ir 0.49
2 C -0.23
3 P 0.68
4 C -0.22



Entry 2:
ORCA calculation (ωB97M-V/def2-TZVPD) on a structure of composition C33H43AlBrCl6F11N6O15PS3 in a non-equilibrium geometry.

Summary:
- Molecular weight: 1419.5 g mol⁻¹
- Total energy: -10951.7483 Ha
- HOMO energy: -9.93 eV

```
! RIJCOSX wB97M-V def2-TZVPD def2/J DEFGRID3
* xyz 1 1
C -3.797 -3.080 0.619
C -4.819 -2.445 -0.373
C -4.143 -1.257 -1.109
C -3.572 -1.642 -2.532
C -4.010 -0.515 -3.499
N -3.377 -0.560 -4.840
C -4.266 -0.701 -6.016
C -4.832 -2.115 -6.096
N -6.054 -2.338 -5.957
C -2.092 -0.472 -4.973
N -1.500 -0.544 -6.283
C -0.130 -0.994 -5.992
S -0.068 -2.803 -5.670
O -0.911 -3.225 -4.588
O -0.447 -3.416 -6.900
C 1.651 -3.409 -5.294
F 1.964 -3.242 -4.024
F 1.621 -4.696 -5.517
F 2.566 -2.874 -6.069
C 0.145 -0.030 -4.811
C 1.496 -0.206 -4.119
P 2.350 1.418 -3.945
O 1.568 2.519 -4.540
O 2.623 1.753 -2.404
O 3.745 1.333 -4.748
N -1.093 -0.360 -4.027
C -1.181 0.765 -3.032
C -0.745 0.193 -1.654
N -0.148 0.856 -0.785
H -2.955 -2.390 0.780
H -3.358 -3.954 0.114
H -4.224 -3.333 1.595
H -5.656 -2.015 0.210
H -5.211 -3.193 -1.071
H -4.933 -0.504 -1.275
H -3.316 -0.794 -0.560
H -4.000 -2.592 -2.876
H -2.482 -1.726 -2.450
H -3.926 0.457 -3.015
H -5.220 -0.706 -3.647
H -3.815 -0.324 -6.940
H -5.118 -0.046 -5.812
H -4.197 -2.989 -6.274
H -6.575 -1.468 -5.792
H -1.908 -1.417 -6.661
H 0.539 -0.864 -6.853
H -0.014 0.936 -5.316
H 2.142 -0.790 -4.792
H 1.460 -0.769 -3.178
H 2.648 2.728 -2.368
H 3.786 2.150 -5.276
H -0.457 1.571 -3.234
H -2.162 1.249 -2.990
H -0.924 -0.870 -1.429
H -0.027 1.816 -1.130
C 2.331 1.879 1.646
F 2.050 1.097 0.595
F 3.358 1.322 2.309
F 2.788 3.047 1.155
S 0.849 2.091 2.697
O 0.546 0.741 3.129
O -0.117 2.685 1.811
N 1.467 3.060 3.773
S 0.445 3.516 4.917
O 0.057 2.491 5.845
O -0.605 4.396 4.491
C 1.594 4.588 5.857
F 2.063 5.597 5.098
F 2.658 3.908 6.303
F 0.988 5.131 6.918
F -5.790 -3.377 -8.085
C 0.179 -8.476 2.161
C -0.687 -7.546 2.737
C -0.873 -6.297 2.142
C -0.199 -5.987 0.966
C 0.661 -6.918 0.390
C 0.853 -8.159 0.988
H 0.328 -9.442 2.628
H -1.214 -7.794 3.654
H -1.538 -5.571 2.595
H -0.342 -5.022 0.500
H 1.183 -6.674 -0.526
H 1.527 -8.878 0.540
C 4.870 5.815 2.306
C 5.246 6.944 1.712
C 6.013 7.978 2.444
O 6.354 9.010 1.903
C 6.347 7.706 3.863
C 5.973 6.576 4.457
C 5.205 5.539 3.724
O 4.867 4.508 4.261
H 4.310 5.048 1.790
H 5.012 7.158 0.680
H 6.909 8.474 4.381
H 6.208 6.359 5.491
Al 1.290 -6.488 3.981
O 1.938 -2.268 3.516
H 1.777 -1.322 3.360
H 1.074 -2.668 3.377
C 1.875 7.893 0.173
Cl 2.228 6.227 0.649
Cl 0.215 8.317 0.592
Cl 3.014 9.015 0.927
H 1.985 7.970 -0.902
C -7.978 -1.194 2.868
Cl -8.565 -2.804 3.281
Cl -6.211 -1.171 2.809
Cl -8.656 -0.660 1.327
H -8.299 -0.505 3.640
C 3.418 -1.117 6.132
C 3.854 0.256 6.546
O 3.447 0.316 7.905
C 3.486 -0.963 8.374
O 3.466 -1.263 9.519
O 3.555 -1.859 7.348
F 3.197 1.194 5.841
H 2.379 -1.141 5.807
H 4.044 -1.534 5.346
H 4.930 0.433 6.479
Br -5.980 0.740 -3.723
*
```

Here are the Löwdin charges for atoms 1 to 4, given in e:
1 C -0.10
2 C -0.23
3 C -0.17
4 C -0.11



Entry 3:
ORCA calculation (ωB97M-V/def2-TZVPD) on a structure of composition C33H43AlGeN6O6.

Summary:
- Molecular weight: 719.3 g mol⁻¹
- Energy above the lowest of the compared OMol25 structures with the same formula, charge and spin: 0.0 kcal per mole
- Total energy: -4382.8582 Ha
- HOMO energy: -2.18 eV

```
! RIJCOSX wB97M-V def2-TZVPD def2/J DEFGRID3
* xyz -2 1
Al 1.128 -0.207 -0.942
C 1.215 1.138 -3.945
C 1.088 2.094 -2.801
C 1.069 3.465 -2.917
C 0.964 3.980 -1.602
C 0.890 2.898 -0.752
C 0.715 3.000 0.730
N 0.982 1.723 -1.473
H 0.978 1.673 -4.868
H 0.533 0.289 -3.867
H 2.232 0.751 -4.043
H 1.140 4.014 -3.846
H 0.952 5.016 -1.291
H 0.756 4.056 1.011
H 1.486 2.474 1.294
H -0.243 2.598 1.057
C -2.547 4.477 -1.365
N -2.745 3.316 -0.523
C -2.896 3.575 0.894
C -2.569 2.035 -0.961
C -2.245 1.856 -2.423
O -2.723 1.078 -0.212
H -3.120 5.307 -0.947
H -2.907 4.298 -2.377
H -1.493 4.759 -1.422
H -3.874 4.022 1.106
H -2.115 4.258 1.237
H -2.793 2.650 1.449
H -1.389 2.462 -2.722
H -3.109 2.136 -3.033
H -2.011 0.811 -2.604
C -0.639 -3.796 4.788
C -1.441 -2.828 3.958
C -2.255 -1.899 4.603
C -2.949 -0.938 3.888
C -2.863 -0.915 2.507
C -2.070 -1.847 1.849
N -1.927 -1.748 0.449
C -2.353 -2.678 -0.453
C -3.145 -3.763 -0.029
C -3.619 -4.700 -0.924
C -3.338 -4.594 -2.282
C -2.558 -3.533 -2.710
C -2.046 -2.583 -1.834
C -1.121 -1.547 -2.431
O -1.051 -1.423 -3.648
O -0.424 -0.875 -1.580
C -1.326 -2.799 2.565
C -0.376 -3.702 1.826
H -0.920 -3.717 5.838
H 0.428 -3.572 4.724
H -0.787 -4.830 4.467
H -2.298 -1.904 5.686
H -3.533 -0.188 4.405
H -3.362 -0.155 1.919
H -1.694 -0.832 0.092
H -3.398 -3.838 1.021
H -4.227 -5.520 -0.556
H -3.712 -5.326 -2.987
H -2.301 -3.415 -3.755
H -0.905 -4.537 1.356
H 0.383 -4.114 2.488
H 0.127 -3.157 1.023
N 1.959 -1.119 2.101
C 0.978 -0.211 2.011
O 0.570 0.177 0.857
C 0.435 0.302 3.229
C -0.535 1.318 3.331
N -1.342 2.126 3.515
C 0.909 -0.235 4.446
N 1.319 -0.716 5.417
H 2.188 -1.489 3.007
H 2.148 -1.630 1.207
O 1.805 -1.901 -0.352
O 3.041 -1.865 -1.126
C 4.280 1.130 0.359
Ge 4.403 0.496 -1.497
C 4.559 2.080 -2.655
C 6.115 -0.492 -1.640
C 2.884 -0.657 -1.889
H 5.135 1.760 0.614
H 4.241 0.290 1.054
H 3.371 1.720 0.489
H 5.404 2.692 -2.330
H 3.649 2.680 -2.604
H 4.725 1.792 -3.696
H 6.948 0.084 -1.229
H 6.335 -0.724 -2.684
H 6.032 -1.431 -1.090
H 2.797 -0.912 -2.950
*
```

Here are the Löwdin charges for atoms 1 to 4, given in e:
1 Al 0.07
2 C -0.04
3 C -0.40
4 C -0.12



Entry 4:
ORCA calculation (ωB97M-V/def2-TZVPD) on a cluster of 2 separate species, C33H43N7O2 in total in a non-equilibrium geometry.

Summary:
- Molecular weight: 569.8 g mol⁻¹
- Total energy: -1815.9957 Ha
- HOMO energy: -7.99 eV

```
! RIJCOSX wB97M-V def2-TZVPD def2/J DEFGRID3
* xyz 0 1
C -4.451 -5.742 0.191
C -5.234 -4.553 -0.210
H -5.207 -4.253 -1.307
H -6.367 -4.799 0.039
C -4.895 -3.475 0.403
C -5.817 -2.192 0.263
C -5.605 -1.448 -0.715
C -6.328 -0.119 -1.266
O -6.155 0.694 -2.134
N -7.327 0.017 -0.282
C -7.720 -0.528 0.810
C -6.974 -1.705 0.945
H -7.056 -2.614 1.783
C -8.825 -0.247 1.648
H -9.004 -1.050 2.300
H -8.777 0.632 2.151
H -9.709 -0.483 1.047
H -7.966 0.832 -0.374
C -4.275 -1.415 -1.917
N -3.396 -0.460 -1.536
C -2.344 -0.720 -0.947
O -2.139 -1.714 -0.236
C -1.456 0.604 -0.584
C -0.143 0.408 -0.457
C 0.785 1.621 -0.671
C 0.351 2.736 -0.210
C -1.105 2.673 -0.178
N -1.867 4.103 0.015
N -3.280 3.577 0.112
C -3.250 2.295 -0.195
C -1.982 1.875 -0.452
H -4.279 1.845 -0.473
C -1.483 5.338 0.374
C -1.923 5.501 1.773
H -1.443 4.879 2.489
H -2.935 5.730 1.949
H -1.582 6.652 1.869
C -2.182 6.273 -0.367
H -1.892 6.066 -1.635
H -2.021 7.408 -0.314
H -3.179 6.070 -0.404
H -0.564 5.424 0.481
H 0.825 3.518 -0.031
C 2.187 1.103 -0.444
C 2.723 0.440 -1.459
N 4.279 0.098 -1.491
C 5.039 0.690 -0.604
N 6.410 0.383 -0.754
C 7.311 1.006 0.065
H 7.614 1.941 -0.060
C 8.396 -0.138 0.184
N 7.884 -1.474 -0.014
C 7.435 -1.613 -1.371
H 6.481 -2.455 -1.105
C 6.866 -0.402 -1.730
H 7.606 0.275 -2.162
H 5.901 -0.560 -2.607
H 7.909 -2.095 -1.906
C 7.240 -2.068 1.188
C 5.882 -1.824 1.699
H 5.198 -2.069 0.433
H 5.396 -2.434 2.307
H 5.661 -0.763 1.623
C 7.220 -3.712 1.127
H 7.125 -4.286 1.989
H 6.770 -4.143 0.268
H 8.409 -4.021 0.836
H 7.841 -1.732 2.175
H 8.745 -0.214 1.267
H 9.168 0.056 -0.145
H 6.886 1.157 1.269
C 4.532 1.700 0.398
C 3.035 1.918 0.354
H 2.727 2.860 0.952
H 5.204 2.115 0.922
H 2.335 -0.141 -2.194
H 0.269 -0.545 -0.826
H -3.591 0.443 -1.992
H -4.548 -1.344 -3.055
H -3.882 -2.544 -1.622
H -3.951 -3.095 0.397
H -4.910 -3.598 1.613
H -4.878 -6.669 -0.251
H -3.429 -5.641 -0.052
H -4.321 -5.858 1.037
*
```

Here are the Löwdin charges for atoms 1 to 4, given in e:
1 C -0.05
2 C -0.33
3 H 0.15
4 H 0.18



Entry 5:
ORCA calculation (ωB97M-V/def2-TZVPD) on a structure of composition C33H43N8NaOS2.

Summary:
- Molecular weight: 654.9 g mol⁻¹
- Energy above the lowest of the compared OMol25 structures with the same formula, charge and spin: 0.0 kcal per mole
- Total energy: -2755.2952 Ha
- HOMO energy: -7.47 eV

```
! RIJCOSX wB97M-V def2-TZVPD def2/J DEFGRID3
* xyz 0 1
Na 0.128 0.388 1.100
C 0.961 2.779 -2.194
C -0.500 3.100 -2.342
C -0.941 4.410 -2.466
C -2.291 4.702 -2.575
C -3.216 3.673 -2.557
C -2.814 2.349 -2.421
C -3.829 1.241 -2.361
C -1.452 2.075 -2.320
N -0.990 0.745 -2.135
C -0.567 0.078 -3.125
C -0.607 0.542 -4.560
C 0.112 -1.250 -2.866
C 0.183 -2.223 -4.018
N 0.656 -1.434 -1.735
C 1.484 -2.559 -1.508
C 2.847 -2.430 -1.794
C 3.382 -1.153 -2.388
C 3.692 -3.497 -1.513
C 3.203 -4.666 -0.952
C 1.850 -4.771 -0.666
C 0.975 -3.726 -0.936
C -0.484 -3.827 -0.594
H 1.543 3.693 -2.085
H 1.349 2.232 -3.058
H 1.115 2.162 -1.307
H -0.212 5.211 -2.456
H -2.621 5.730 -2.657
H -4.274 3.894 -2.631
H -4.836 1.639 -2.483
H -3.780 0.736 -1.395
H -3.665 0.491 -3.141
H -1.055 1.529 -4.632
H -1.183 -0.154 -5.172
H 0.400 0.581 -4.983
H -0.814 -2.411 -4.422
H 0.624 -3.166 -3.704
H 0.782 -1.813 -4.833
H 2.921 -0.279 -1.926
H 3.174 -1.095 -3.461
H 4.462 -1.092 -2.260
H 4.750 -3.401 -1.730
H 3.871 -5.488 -0.732
H 1.460 -5.676 -0.216
H -0.706 -4.793 -0.140
H -1.115 -3.715 -1.481
H -0.756 -3.036 0.107
N -0.273 5.288 3.957
C -0.546 5.034 2.855
N -0.880 4.802 1.597
C -0.532 3.644 1.116
N -0.220 2.624 0.642
C -4.461 -2.617 -0.581
N -3.633 -1.934 0.391
C -3.756 -1.983 1.759
C -2.743 -1.211 2.248
N -2.001 -0.696 1.211
C -2.564 -1.154 0.119
H -5.513 -2.406 -0.398
H -4.297 -3.694 -0.542
H -4.203 -2.255 -1.574
H -4.544 -2.532 2.244
H -2.518 -0.975 3.275
H -2.224 -0.944 -0.883
C 1.339 0.866 6.229
C 0.302 1.778 5.593
S 0.568 2.072 3.827
O 0.960 0.739 3.234
C 2.089 3.043 3.959
C 2.749 3.155 2.593
H 0.951 0.444 7.157
H 2.259 1.397 6.467
H 1.575 0.043 5.552
H 0.240 2.768 6.048
H -0.695 1.336 5.637
H 2.750 2.571 4.686
H 1.756 4.014 4.329
H 3.017 2.168 2.216
H 3.656 3.755 2.670
H 2.083 3.628 1.871
S 1.813 -3.311 3.547
C 3.072 -2.663 2.588
C 2.544 -1.908 1.594
N 1.173 -1.838 1.572
C 0.666 -2.525 2.549
H 4.110 -2.861 2.797
H 3.117 -1.390 0.839
H -0.396 -2.600 2.735
*
```

Here are the Löwdin charges for atoms 1 to 4, given in e:
1 Na 0.25
2 C -0.05
3 C -0.24
4 C -0.04